# C5H12NO

The ion C5H12NO with charge -1 in a non-equilibrium geometry (ωB97M-V/def2-TZVPD, OMol25).

Cartesian coordinates (Å):
1 C -1.04271 -0.02621 1.68800
2 C -0.13739 0.09974 0.51632
3 C -0.43360 -0.40561 -0.98412
4 C -1.81143 0.03415 -1.60902
5 N 1.26467 -0.37441 0.83812
6 C 2.44240 0.14026 -0.09337
7 O 2.44543 -0.17171 -1.36116
8 H -0.73277 0.63185 2.48932
9 H -1.04665 -1.02581 1.98823
10 H -2.05930 0.11925 1.40053
11 H -0.02147 1.20514 0.21916
12 H 0.08509 -1.44279 -0.92891
13 H 0.24616 0.18708 -1.58581
14 H -1.81566 1.07988 -1.90738
15 H -2.03081 -0.47266 -2.47747
16 H -2.65072 -0.04222 -0.92207
17 H 1.49798 -0.36617 1.80251
18 H 3.26693 -0.38221 0.57187
19 H 2.53385 1.21244 0.35525

Values from the calculation:
SMILES string	CC[C@@H](C)NC[O-]
total charge	-1
gap between HOMO and LUMO	0.234	hartree
energy above the lowest of the compared OMol25 structures with the same formula, charge and spin	182.34	kJ/mol

Here are the natural (NBO) charges for atoms 1 to 5, given in e: C -0.6238; C -0.0389; C -0.4488; C -0.6129; N -0.7299

# C5H12NO

A structure of composition C5H12NO in a non-equilibrium geometry (ωB97M-V/def2-TZVPD, OMol25).

Cartesian coordinates (Å):
1 C 0.97215 -1.35194 -1.44369
2 O 0.74880 -2.73700 -0.33075
3 C 0.52932 -0.08370 -0.68575
4 C -0.91277 -0.20178 -0.18626
5 C -1.27501 0.94491 0.73820
6 C -0.37981 1.01395 1.96502
7 N 0.89444 1.34067 -0.79200
8 H 1.77303 -1.11153 -2.14643
9 H 0.14711 -1.77774 -2.05107
10 H 1.16872 0.02459 0.09482
11 H -1.56204 -0.22715 -1.08249
12 H -1.12356 -1.19535 0.29193
13 H -1.19567 1.89985 0.15999
14 H -2.33813 0.90222 1.03591
15 H -0.67375 1.83282 2.66508
16 H -0.31125 0.05277 2.49831
17 H 0.61914 1.16941 1.60161
18 H 1.55894 -1.99143 -0.64666
19 H 1.36033 1.49643 -1.68577

Values from the calculation:
total charge	-1
gap between HOMO and LUMO	0.207	hartree
energy above the lowest of the compared OMol25 structures with the same formula, charge and spin	611.02	kJ/mol

Here are the natural (NBO) charges for atoms 1 to 5, given in e: C -0.3263; O -0.7063; C -0.1648; C -0.4090; C -0.4031

# C5H12NO

The ion C5H12NO with charge -1 in a non-equilibrium geometry (ωB97M-V/def2-TZVPD, OMol25).

Cartesian coordinates (Å):
1 C -1.82931 -1.28263 0.00210
2 C -0.73792 -0.90051 -0.97476
3 N 0.40449 -0.26160 -0.29721
4 C 1.42512 0.19112 -1.22618
5 C 0.03634 0.96981 0.52169
6 C 0.88080 0.95586 1.88712
7 O 2.12139 0.46267 1.77306
8 H -1.65679 -2.26720 0.46380
9 H -2.00097 -0.62701 0.83953
10 H -2.69743 -1.35484 -0.66976
11 H -1.10467 -0.21061 -1.74878
12 H -0.36158 -1.68533 -1.64265
13 H 2.12264 0.75027 -0.60265
14 H 1.95857 -0.65286 -1.66229
15 H 1.03198 0.76941 -2.09465
16 H -1.01760 1.02649 0.80406
17 H 0.35901 1.80188 -0.10734
18 H 0.80127 2.02852 2.19635
19 H 0.26467 0.28655 2.53857

Values from the calculation:
SMILES string	CCN(C)CC[O-]
total charge	-1
gap between HOMO and LUMO	0.225	hartree
energy above the lowest of the compared OMol25 structures with the same formula, charge and spin	147.21	kJ/mol

Here are the natural (NBO) charges for atoms 1 to 5, given in e: C -0.6170; C -0.2085; N -0.4230; C -0.4325; C -0.2859

# C5H12NO

A cluster of 2 separate species, C5H12NO in total in a non-equilibrium geometry (ωB97M-V/def2-TZVPD, OMol25).

Cartesian coordinates (Å):
1 C -1.14407 1.82156 1.15194
2 O -2.16708 1.58840 1.95878
3 C -1.22662 0.80168 -0.28857
4 C 0.25083 0.49168 -0.85846
5 C 0.37301 -0.93562 -1.34622
6 C 0.70721 -1.96198 -0.19373
7 N 1.88544 -1.43271 0.39674
8 H -0.86169 2.87331 0.85481
9 H -0.10914 1.26411 1.62973
10 H -1.78464 0.01971 0.26322
11 H -1.74164 1.39544 -1.12244
12 H 0.58882 1.33688 -1.57004
13 H 0.85724 0.68759 0.02797
14 H 1.41592 -1.03018 -1.73592
15 H -0.21884 -1.22114 -2.26466
16 H -0.11335 -1.89586 0.56884
17 H 0.72363 -2.96521 -0.81827
18 H 0.55338 1.13248 2.15738
19 H 2.01158 -1.97013 1.18890

Values from the calculation:
2S+1	2
total charge	-2
gap between HOMO and LUMO (spin up / spin down)	0.180 / 0.200	hartree
energy above the lowest of the compared OMol25 structures with the same formula, charge and spin	428.69	kJ/mol

Here are the natural (NBO) charges for atoms 1 to 5, given in e: C 0.0936; O -0.8786; C -0.4922; C -0.4386; C -0.4476

# C5H12NO

The molecule C5H12NO in a non-equilibrium geometry (ωB97M-V/def2-TZVPD, OMol25).

Cartesian coordinates (Å):
1 C -1.04785 -2.51954 -0.37050
2 C -0.31662 -1.75873 0.71603
3 N 0.23642 -0.40086 0.46149
4 C -0.00770 0.53230 1.65088
5 C -0.16871 0.33089 -0.67366
6 C 0.32537 1.71327 -1.19140
7 O 1.39791 2.30363 -0.61757
8 H -0.94413 -3.59268 -0.18386
9 H -0.64144 -2.21286 -1.34969
10 H -2.12543 -2.37560 -0.18031
11 H -0.95801 -1.57136 1.67546
12 H 0.53446 -2.25666 1.25344
13 H 0.65535 0.14812 2.52882
14 H -1.01220 0.56879 1.93553
15 H 0.21458 1.60261 1.20567
16 H 0.13238 -0.40487 -1.52455
17 H -1.24523 0.54916 -0.65363
18 H -0.53983 2.41768 -1.39710
19 H 0.38432 1.71550 -2.38770

Values from the calculation:
2S+1	2
gap between HOMO and LUMO (spin up / spin down)	0.336 / 0.252	hartree
energy above the lowest of the compared OMol25 structures with the same formula, charge and spin	284.67	kJ/mol

Here are the natural (NBO) charges for atoms 1 to 5, given in e: C -0.6438; C -0.2111; N -0.4429; C -0.4259; C -0.2520

# C5H12NO

A cluster of 2 separate species, C5H12NO in total in a non-equilibrium geometry (ωB97M-V/def2-TZVPD, OMol25).

Cartesian coordinates (Å):
1 C 0.24214 -1.38918 2.75414
2 C 1.35244 -1.47528 1.69514
3 C 1.24014 -0.52611 0.53253
4 C 0.07304 -0.15696 0.03974
5 N -0.04510 0.75779 -1.05707
6 C 0.54036 1.87315 -1.14125
7 H 0.48321 -2.11147 3.52869
8 H -0.77050 -1.56023 2.40629
9 H 0.29590 -0.42662 3.25771
10 H 1.48900 -2.49932 1.34582
11 H 2.26371 -1.23109 2.22574
12 H 2.20200 -0.28480 0.10357
13 H -0.86870 -0.48653 0.44109
14 H -0.73090 0.54735 -1.79648
15 H 1.25117 2.22118 -0.41276
16 H 0.42247 2.52813 -1.98798
17 H -3.13199 1.43571 -1.94092
18 H -2.83861 0.67942 -3.25273
19 O -2.49468 0.84975 -2.36817

Values from the calculation:
total charge	+1
gap between HOMO and LUMO	0.354	hartree
energy above the lowest of the compared OMol25 structures with the same formula, charge and spin	90.52	kJ/mol

Here are the natural (NBO) charges for atoms 1 to 5, given in e: C -0.6110; C -0.4501; C -0.0861; C -0.1164; N -0.3951

For each record above, in turn, the calculated energy values are -327.62660; -327.46332; -327.63998; -327.37083; -327.51866; -327.42511 a.u..